Entry from the Open Molecules 2025 dataset: a structure of composition C14H40O16S2V (ωB97M-V/def2-TZVPD).

```
! RIJCOSX wB97M-V def2-TZVPD def2/J DEFGRID3
* xyz -3 1
O -10.5822 12.8155 -43.6197
V -9.2322 12.8568 -44.3832
O -8.5847 14.2892 -44.1305
S -10.9144 10.1230 -48.2094
O -11.5940 10.5124 -49.4211
O -10.4352 11.2155 -47.4346
O -11.6416 9.2743 -47.2786
O -9.8223 9.1375 -48.3259
S -7.6450 8.3936 -43.0224
O -6.3846 8.2347 -43.6517
O -7.8842 9.7957 -42.8398
O -8.7171 8.0211 -43.9434
O -7.7198 7.6127 -41.7954
C -4.6270 16.5984 -41.4094
O -5.7043 16.5722 -40.4742
H -5.0106 16.2287 -42.3604
H -4.3449 17.6121 -41.6937
H -3.8181 15.8954 -41.2104
H -6.2887 15.8151 -40.5570
C -14.5610 15.0883 -41.9835
O -14.9525 15.4273 -40.7086
H -13.5388 15.3648 -42.2418
H -14.6748 14.0501 -42.2956
H -15.0822 15.6707 -42.7433
H -14.6475 16.2978 -40.4424
C -5.4449 12.2352 -49.3404
C -4.6249 12.3913 -47.9929
C -4.0531 13.7667 -47.7670
O -5.5404 12.1088 -46.9030
H -6.2189 13.0024 -49.3579
H -5.8796 11.2366 -49.3841
H -4.7714 12.2969 -50.1953
H -3.7233 11.8100 -47.8000
H -4.7516 14.5528 -47.4800
H -3.4317 14.1033 -48.5969
H -3.3845 13.7783 -46.9062
H -5.3845 11.1993 -46.6379
C -10.2355 11.7450 -38.5191
C -8.8162 12.4085 -38.2232
C -7.7880 11.3900 -37.7429
O -8.4102 12.8294 -39.5039
H -10.7573 11.3595 -37.6432
H -10.1963 10.9362 -39.2489
H -10.6744 12.6151 -39.0073
H -8.8599 13.2225 -37.4995
H -6.7799 11.8018 -37.7911
H -7.8719 10.4992 -38.3654
H -8.0861 11.2381 -36.7055
H -8.5187 12.0109 -39.9938
C -11.5370 16.4444 -48.4210
C -12.4315 15.6771 -49.4104
C -13.4412 16.7144 -50.1130
O -11.7561 15.3270 -50.5307
H -10.9202 17.1872 -48.9269
H -10.9329 15.7160 -47.8801
H -12.0613 16.9551 -47.6133
H -12.9986 14.8443 -48.9945
H -14.1149 17.1000 -49.3478
H -13.9749 16.3093 -50.9727
H -12.7831 17.5216 -50.4345
H -11.6711 14.3760 -50.4307
C -4.5615 20.2168 -47.6852
C -4.8758 20.6117 -46.2302
C -5.9067 19.6668 -45.5539
O -3.6736 20.5568 -45.5330
H -5.4890 20.2967 -48.2522
H -4.2844 19.1626 -47.6777
H -3.8731 20.9240 -48.1478
H -5.2835 21.6225 -46.2272
H -6.8255 19.5274 -46.1234
H -6.1550 20.0076 -44.5487
H -5.4353 18.6849 -45.5946
H -3.0303 20.0872 -46.0690
*
```

Output
- LUMO (hartree) = 0.16333
- orbital gap (hartree) = 0.0948



Entry from the Open Molecules 2025 dataset: a cluster of 3 separate species, C14H41NO8P3 in total (ωB97M-V/def2-TZVPD).

```
! RIJCOSX wB97M-V def2-TZVPD def2/J DEFGRID3
* xyz -1 1
N 4.2999 -0.7176 4.2303
C 4.2358 0.7576 3.8623
C 2.9143 1.5425 4.4663
P 1.2368 0.8180 3.9121
H 4.1539 -0.7415 5.2842
H 3.5485 -1.2770 3.7705
H 4.3868 0.9664 2.7130
H 5.1756 1.2615 4.3989
H 3.0032 2.7072 4.2416
H 2.9878 1.4357 5.6519
H 1.2938 -0.0906 5.0584
H 0.5240 1.8307 4.6984
H 1.1482 1.7081 2.7506
H 1.8259 -0.1613 3.0354
H -0.0814 0.2451 3.6196
O 3.5712 -4.3785 -0.7176
P 2.7160 -3.3459 -1.4921
O 3.6153 -3.4311 -2.8791
C 3.3423 -4.4994 -3.7680
C 1.9835 -4.3499 -4.4281
O 3.4867 -2.0224 -0.8149
C 4.1329 -2.1731 0.4453
C 5.5835 -2.5924 0.2838
O 1.7604 -2.1922 -2.3575
C 0.4669 -1.9864 -1.7996
C 0.5240 -1.4395 -0.3835
H 3.4119 -5.4521 -3.2324
H 4.1224 -4.4951 -4.5358
H 1.1794 -4.4308 -3.6891
H 1.8296 -5.1274 -5.1815
H 1.8895 -3.3695 -4.9059
H 3.5822 -2.8725 1.0788
H 4.0954 -1.2075 0.9560
H 5.7245 -3.3733 -0.4717
H 5.9946 -2.9530 1.2291
H 6.1924 -1.7465 -0.0495
H -0.0806 -2.9345 -1.8222
H -0.0596 -1.2802 -2.4478
H 0.9670 -2.1653 0.3032
H -0.4822 -1.2036 -0.0237
H 1.1345 -0.5321 -0.3424
O -3.4296 1.0378 0.0670
P -4.2848 2.0704 -0.7075
O -3.3855 1.9852 -2.0945
C -3.6584 0.9169 -2.9834
C -5.0173 1.0664 -3.6435
O -3.5141 3.3939 -0.0303
C -2.8679 3.2431 1.2299
C -1.4173 2.8238 1.0684
O -5.2404 3.2240 -1.5729
C -6.5339 3.4299 -1.0151
C -6.4768 3.9768 0.4011
H -3.5888 -0.0358 -2.4478
H -2.8784 0.9212 -3.7512
H -5.8213 0.9855 -2.9046
H -5.1712 0.2889 -4.3969
H -5.1113 2.0468 -4.1213
H -3.4186 2.5438 1.8634
H -2.9054 4.2088 1.7406
H -1.2763 2.0430 0.3129
H -1.0062 2.4633 2.0136
H -0.8084 3.6698 0.7351
H -7.0813 2.4818 -1.0376
H -7.0603 4.1361 -1.6633
H -6.0338 3.2510 1.0878
H -7.4830 4.2127 0.7609
H -5.8663 4.8842 0.4422
*
```

Output
- LUMO (hartree) = -0.00483
- orbital gap (hartree) = 0.1114



Entry from the Open Molecules 2025 dataset: a structure of composition C14H42O7 (ωB97M-V/def2-TZVPD).

```
! RIJCOSX wB97M-V def2-TZVPD def2/J DEFGRID3
* xyz 0 1
C -2.7883 -3.0229 2.3903
C -1.2888 -2.6876 2.6381
O -1.2801 -1.3577 3.1011
H -2.8221 -3.9965 1.9014
H -3.2926 -2.2925 1.7575
H -3.4266 -3.1678 3.2619
H -0.7963 -2.7680 1.6691
H -0.8008 -3.3206 3.3793
H -2.0313 -1.2150 3.6816
C 4.9307 -0.9224 -1.9914
C 4.4534 -0.1063 -0.8381
O 3.0601 -0.3928 -0.6402
H 6.0190 -0.9384 -1.9328
H 4.4430 -0.5566 -2.8950
H 4.5105 -1.9035 -1.7698
H 4.6590 0.9489 -1.0180
H 4.9295 -0.3366 0.1150
H 3.0880 -1.1149 -0.0083
C 0.9044 -0.0066 0.2584
C -0.3065 -0.8943 0.2285
O -1.1979 -0.3656 1.1868
H 1.3950 -0.0154 1.2317
H 0.6625 0.9872 -0.1184
H 1.6561 -0.3261 -0.4635
H -0.0329 -1.9213 0.4706
H -0.8905 -0.9408 -0.6907
H -1.3889 -1.0913 1.7856
C -2.9410 0.9571 1.8112
C -3.0930 0.7737 3.3088
O -4.3497 0.1534 3.6033
H -2.8444 0.0511 1.2129
H -2.0153 1.4879 1.5888
H -3.7681 1.4900 1.3421
H -3.0802 1.7960 3.6867
H -2.2865 0.2627 3.8347
H -4.7293 0.4960 4.4158
C 1.1472 -0.1471 -3.0017
C 1.0612 -1.6970 -2.7009
O -0.2305 -2.0919 -2.2805
H 0.8403 0.3965 -2.1081
H 0.4173 0.0545 -3.7857
H 2.1113 0.1928 -3.3800
H 1.8297 -2.0650 -2.0212
H 1.2973 -2.1721 -3.6531
H -0.2447 -2.7525 -1.5841
C 0.9349 2.6008 -1.2573
C 2.0923 2.4759 -0.3173
O 2.4368 3.7868 -0.0601
H 1.2722 2.7663 -2.2805
H 0.1469 3.3137 -1.0147
H 0.4751 1.6267 -1.4238
H 2.9739 2.0883 -0.8279
H 1.9125 2.0114 0.6523
H 2.9716 3.8419 0.7352
C -2.7078 1.2929 -1.7434
C -1.2596 1.5956 -1.2257
O -1.0611 1.4039 0.1789
H -3.5164 1.5422 -1.0563
H -2.6380 0.2250 -1.9501
H -3.0619 1.8036 -2.6390
H -0.9894 2.6398 -1.3827
H -0.5168 1.0408 -1.7989
H -0.9543 0.4838 0.4312
*
```

Output
- LUMO (hartree) = 0.00982
- orbital gap (hartree) = 0.3083



| no. | total energy (Ha) | molar mass (g mol⁻¹) | highest occupied orbital energy (eV) |
| --- | --- | --- | --- |
| 1 | -3501.2302 | 579.54 | 1.865 |
| 2 | -2238.5047 | 444.40 | -3.163 |
| 3 | -1084.7527 | 322.48 | -8.121 |